{"formula": "C43H40BrF3N5O5S2Zr", "method": "ωB97M-V/def2-TZVPD", "relative_energy_ev": 0.000, "total_charge": 1, "homo_energy_ev": -10.551, "gap_ha": 0.2607, "energy_ha": -6029.5185, "elements": ["Zr", "C", "C", "C", "C", "C", "C", "C", "C", "C", "H", "H", "H", "H", "H", "H", "H", "H", "H", "H", "H", "H", "C", "O", "C", "C", "C", "Br", "C", "C", "C", "O", "C", "N", "C", "C", "C", "C", "C", "C", "N", "H", "H", "H", "H", "H", "H", "H", "H", "H", "H", "H", "C", "C", "C", "C", "C", "C", "C", "C", "C", "C", "C", "C", "C", "C", "H", "H", "H", "H", "H", "H", "H", "H", "H", "H", "H", "C", "N", "C", "C", "N", "C", "S", "H", "H", "H", "H", "H", "H", "N", "C", "F", "C", "F", "F", "S", "O", "O", "O"], "xyz": [[-0.259292, 0.429419, -0.328252], [0.543824, 0.668101, 4.369280], [1.313047, -0.246967, 3.457706], [2.499459, 0.160296, 2.866672], [3.304279, -0.733913, 2.157420], [4.595837, -0.264929, 1.552229], [2.907421, -2.059429, 2.074843], [1.727582, -2.504572, 2.672142], [1.405678, -3.972085, 2.678094], [0.926726, -1.585032, 3.331163], [0.883268, 1.696717, 4.287773], [0.691160, 0.359129, 5.404723], [-0.530014, 0.634843, 4.181770], [2.827701, 1.186590, 2.989454], [5.300430, 0.036371, 2.328563], [4.436046, 0.601554, 0.906622], [5.067633, -1.052441, 0.964326], [3.540599, -2.772683, 1.558476], [2.161074, -4.516589, 3.246270], [1.399686, -4.394171, 1.671488], [0.442213, -4.169832, 3.146901], [0.021346, -1.922319, 3.824348], [-1.220104, -3.124332, 0.606644], [-1.329177, -1.721344, 0.913380], [-2.443006, -1.380731, 1.643016], [-3.443969, -2.231364, 2.080501], [-4.507164, -1.685532, 2.800582], [-5.856631, -2.847254, 3.415795], [-4.612457, -0.330288, 3.054343], [-3.611931, 0.524718, 2.595210], [-2.533072, -0.035011, 1.942476], [-1.428107, 0.718517, 1.549002], [-3.665308, 1.984062, 2.743359], [-3.889750, 2.641997, 3.837248], [-3.780084, 3.979167, 3.470281], [-3.931758, 5.125985, 4.247455], [-3.782015, 6.343815, 3.621061], [-3.487402, 6.434222, 2.250124], [-3.325788, 5.309815, 1.465970], [-3.472312, 4.086957, 2.108739], [-3.365792, 2.780558, 1.651219], [-1.225134, -3.687481, 1.540832], [-0.274518, -3.258117, 0.093419], [-2.041403, -3.438589, -0.037198], [-3.426972, -3.288585, 1.870934], [-5.458084, 0.080040, 3.584714], [-1.611230, 1.666180, 1.733079], [-4.163525, 5.051266, 5.299758], [-3.898723, 7.254705, 4.190646], [-3.387261, 7.411335, 1.798545], [-3.101985, 5.379385, 0.411002], [-3.453129, 2.475139, 0.686244], [-1.278797, -5.590107, -4.355205], [-2.326564, -4.683808, -4.317455], [-2.206098, -3.519400, -3.576630], [-1.026690, -3.230471, -2.889437], [0.014588, -4.160495, -2.919524], [-0.112958, -5.331076, -3.646135], [-0.970428, -1.997674, -2.084095], [0.088038, -1.252310, -1.711247], [1.441728, -1.358044, -2.288682], [1.651872, -1.546992, -3.660789], [2.930852, -1.548493, -4.182762], [4.033887, -1.335942, -3.359442], [3.841405, -1.125787, -2.004145], [2.554323, -1.140038, -1.477943], [-1.372730, -6.503625, -4.925417], [-3.241474, -4.888104, -4.855990], [-3.029245, -2.816743, -3.536448], [0.922615, -3.971612, -2.363054], [0.697909, -6.045997, -3.658927], [-1.953018, -1.707065, -1.711873], [0.801853, -1.687607, -4.315340], [3.075094, -1.714547, -5.243538], [5.032418, -1.345507, -3.773203], [4.689479, -0.960363, -1.353475], [2.428293, -1.005635, -0.400650], [1.678113, 1.382702, -5.641668], [2.468985, 1.681816, -4.462882], [3.822435, 1.949061, -4.458573], [4.176579, 2.221796, -3.185477], [3.032949, 2.109981, -2.426849], [1.984419, 1.787419, -3.207850], [0.335698, 1.580439, -2.820278], [2.250009, 1.685124, -6.515459], [0.745985, 1.942164, -5.602611], [1.458130, 0.316790, -5.685739], [4.404533, 1.921211, -5.360195], [5.126496, 2.482324, -2.759089], [2.920839, 2.418480, -1.475091], [-3.460094, 0.979814, -1.161028], [-2.338774, 0.700242, -1.120962], [-0.242633, 3.148259, 2.552138], [0.605516, 3.843514, 1.801310], [1.803073, 3.835174, 2.371546], [0.165447, 5.079863, 1.679311], [0.719719, 3.092056, 0.119327], [-0.672729, 2.798559, -0.230471], [1.517116, 3.988306, -0.635589], [1.333924, 1.725058, 0.327197]], "forces_ev_per_a": [[0.0117, -0.6433, -1.1975], [-0.0588, -0.0017, -0.0265], [0.0643, -0.1417, 0.1941], [-0.0610, 0.0255, -0.0704], [-0.1043, 0.0032, 0.0699], [0.0672, -0.0130, -0.0565], [0.0307, 0.0511, -0.0622], [0.0141, 0.0031, 0.0166], [-0.0397, -0.0793, -0.0189], [0.0681, 0.0148, -0.0070], [0.0087, 0.0662, -0.0175], [-0.0038, -0.0091, 0.0333], [-0.0455, 0.0072, -0.0243], [0.0031, 0.0401, -0.0213], [0.0043, 0.0131, 0.0059], [-0.0026, 0.0137, -0.0184], [-0.0035, 0.0101, 0.0231], [0.0269, -0.0274, -0.0120], [0.0035, -0.0130, 0.0051], [-0.0042, 0.0028, -0.0064], [-0.0105, 0.0006, -0.0081], [-0.0520, -0.0135, 0.0213], [0.2016, -0.0990, 0.1837], [-0.0770, 0.2096, -0.1721], [-0.1130, 0.0571, 0.1775], [0.0564, 0.1159, -0.0448], [0.0261, 0.0396, -0.0043], [-0.0123, -0.0090, -0.0011], [0.0914, -0.0367, -0.0874], [0.0656, -0.1973, -0.0023], [0.0619, -0.1621, 0.0579], [0.1167, 0.3417, -0.0880], [-0.0996, -0.0488, 0.0951], [0.0583, -0.0677, -0.1197], [0.0043, 0.0472, -0.0541], [0.0135, -0.0372, -0.0026], [0.0188, 0.0421, -0.0661], [-0.0027, 0.0211, 0.0190], [0.0155, 0.0148, 0.0459], [-0.0446, 0.0152, -0.0184], [0.0823, 0.0203, 0.0614], [0.0047, 0.0309, -0.0643], [-0.0449, -0.0016, 0.0378], [0.0152, 0.0113, 0.0072], [-0.0032, -0.0293, 0.0069], [-0.0355, 0.0005, 0.0187], [-0.0554, 0.0241, -0.0421], [-0.0149, -0.0137, 0.0402], [-0.0020, 0.0295, 0.0196], [0.0008, 0.0266, -0.0102], [0.0097, 0.0020, -0.0497], [-0.0622, 0.0391, 0.0244], [0.0295, -0.0323, -0.0109], [-0.0292, 0.0182, 0.0007], [0.0159, 0.0020, -0.0299], [-0.0021, 0.0421, -0.0163], [-0.0026, 0.0080, 0.0108], [-0.0041, 0.0029, -0.0109], [0.0228, -0.0503, 0.0823], [-0.1788, -0.0277, 0.1571], [0.0938, -0.0613, 0.0389], [0.0388, 0.0156, 0.0385], [0.0127, -0.0310, 0.0068], [-0.0359, -0.0475, 0.1052], [0.0228, -0.0454, -0.0860], [0.0053, -0.0101, 0.1721], [-0.0051, -0.0309, -0.0158], [-0.0217, -0.0028, -0.0151], [-0.0282, 0.0280, 0.0079], [0.0364, 0.0165, 0.0152], [0.0250, -0.0294, 0.0044], [0.0626, -0.0116, -0.0242], [-0.0485, -0.0239, 0.0265], [0.0117, -0.0067, -0.0105], [0.0381, 0.0149, -0.0175], [0.0145, 0.0041, 0.0082], [-0.0032, -0.0560, -0.0908], [-0.0863, -0.0189, -0.0631], [0.0160, 0.1461, 0.2704], [0.1169, 0.0850, 0.1604], [0.0570, 0.0099, -0.1666], [-0.2131, 0.0860, -0.1335], [0.0585, -0.2126, -0.0524], [-0.3560, 0.0386, 0.2059], [-0.0355, -0.0358, -0.0008], [0.0262, -0.0230, -0.0327], [-0.0147, 0.0529, -0.0128], [0.0447, 0.0061, -0.0287], [0.0343, 0.0095, 0.0054], [0.0479, -0.0955, 0.0376], [0.0393, -0.0699, -0.0453], [-0.1440, 0.3006, 0.0993], [-0.1428, -0.1749, 0.1092], [0.2638, 0.1466, -0.0421], [-0.0410, -0.0080, -0.0103], [0.0273, -0.0151, -0.0267], [-0.1553, 0.0738, 0.4284], [-0.0152, 0.1793, 0.1255], [-0.0091, -0.0504, -0.1378], [0.2186, 0.1886, 0.1736]]}